The following is a DFT calculation (ωB97M-V/def2-TZVPD) of a structure of composition C24H54N2O4PtS2Si.

XYZ file:
```
88
Properties=species:S:1:pos:R:3:forces:R:3:lowdin_spin:R:1
Pt -0.970 -0.652 0.537 -0.43 0.03 -0.25 0.97
C 3.485 1.716 -0.747 -0.03 0.02 -0.05 0.00
C 2.621 0.493 -1.024 0.04 0.11 0.03 0.00
C 3.103 -0.706 -0.223 0.05 -0.02 0.07 0.00
C 2.588 0.184 -2.514 -0.13 0.03 -0.02 0.00
O 1.259 0.737 -0.571 -0.03 0.06 -0.11 0.02
Si 0.359 2.100 -0.688 -0.07 -0.22 0.11 0.04
S -1.650 1.337 -0.153 0.28 -0.14 0.20 0.56
O 0.768 3.303 0.281 0.01 0.13 0.06 0.01
C 0.810 3.601 1.699 -0.02 -0.07 0.05 0.00
C -0.500 4.280 2.066 -0.03 -0.04 -0.01 0.01
C 1.000 2.315 2.495 0.04 0.01 -0.02 0.00
C 1.989 4.536 1.898 0.03 0.01 -0.07 0.00
O 0.308 2.577 -2.220 0.03 -0.11 -0.19 0.01
C -0.075 3.828 -2.865 -0.03 0.10 0.08 0.00
C 1.092 4.795 -2.746 0.01 -0.01 0.03 0.00
C -1.323 4.382 -2.191 0.04 -0.04 0.04 0.00
C -0.352 3.473 -4.314 -0.03 -0.05 0.00 0.00
H 4.516 1.521 -1.048 -0.03 0.01 0.01 0.00
H 3.477 1.959 0.317 0.01 -0.01 -0.04 0.00
H 3.126 2.587 -1.305 0.05 -0.06 0.02 0.00
H 4.000 -1.134 -0.672 0.00 0.02 0.04 0.00
H 2.326 -1.475 -0.184 0.05 0.01 -0.03 0.00
H 3.343 -0.412 0.801 -0.05 -0.04 -0.01 0.00
H 3.596 -0.003 -2.885 -0.03 -0.02 0.00 0.00
H 2.158 1.021 -3.066 0.03 -0.03 0.01 0.00
H 1.978 -0.706 -2.708 0.07 0.03 -0.01 0.00
H -1.346 3.618 1.862 0.01 0.03 0.02 0.01
H -0.627 5.198 1.490 0.00 -0.02 0.01 0.00
H -0.507 4.535 3.127 -0.01 0.01 -0.03 0.00
H 0.156 1.636 2.339 0.02 0.01 0.01 0.01
H 1.057 2.553 3.559 0.01 -0.02 -0.01 0.00
H 1.924 1.812 2.200 -0.06 0.01 0.01 0.00
H 1.860 5.437 1.296 0.01 -0.02 0.03 0.00
H 2.917 4.049 1.594 -0.01 0.02 0.03 0.00
H 2.071 4.827 2.946 0.00 0.00 -0.03 0.00
H 1.353 4.942 -1.696 -0.01 0.03 -0.03 0.00
H 0.821 5.762 -3.174 0.03 -0.03 0.00 0.00
H 1.964 4.414 -3.279 -0.02 0.01 0.02 0.00
H -1.109 4.685 -1.162 -0.02 -0.02 -0.05 0.00
H -2.119 3.632 -2.182 0.00 0.04 -0.03 0.00
H -1.684 5.255 -2.735 0.00 -0.01 0.04 0.00
H 0.534 3.031 -4.774 -0.02 0.02 0.01 0.00
H -0.624 4.368 -4.875 0.01 -0.04 0.01 0.00
H -1.178 2.761 -4.377 0.01 0.03 -0.02 0.00
C -2.686 -3.773 -2.469 0.02 0.05 0.08 0.00
C -2.459 -2.933 -1.188 0.03 -0.01 -0.08 0.00
N -1.317 -2.026 -1.379 0.22 0.10 0.10 0.11
C -0.083 -2.812 -1.568 -0.08 -0.06 -0.09 0.00
C -0.238 -3.766 -2.776 0.00 0.06 0.09 0.00
N -1.563 -3.464 -3.422 0.00 0.02 0.05 0.00
C -1.613 -2.019 -3.837 0.01 0.05 0.07 0.00
C -1.546 -1.161 -2.552 0.02 -0.11 -0.05 0.01
H -3.620 -3.526 -2.970 0.01 0.03 -0.05 0.00
H -2.671 -4.842 -2.273 0.04 -0.02 -0.02 0.00
H -2.246 -3.572 -0.334 0.03 0.00 0.02 0.00
H -3.342 -2.342 -0.957 -0.02 0.03 0.00 0.00
H 0.113 -3.373 -0.657 0.00 0.00 0.03 0.00
H 0.743 -2.120 -1.720 -0.04 0.02 -0.01 0.00
H -0.246 -4.814 -2.484 -0.05 -0.02 0.00 0.00
H 0.538 -3.622 -3.524 -0.02 0.02 -0.05 0.00
H -1.666 -4.049 -4.251 -0.01 -0.02 -0.03 0.00
H -2.533 -1.862 -4.395 -0.04 -0.04 0.00 0.00
H -0.771 -1.841 -4.502 0.04 -0.04 0.00 0.00
H -2.473 -0.614 -2.399 -0.02 0.00 0.02 0.00
H -0.739 -0.434 -2.617 0.04 0.00 0.01 0.00
C 2.100 -3.513 3.625 -0.03 0.04 0.03 0.00
C 1.325 -2.577 4.549 0.05 -0.06 -0.12 0.01
C 0.728 -1.365 3.837 0.03 -0.10 -0.02 0.02
S -0.697 -1.646 2.781 0.14 0.02 0.17 0.11
O -0.296 -2.556 1.611 -0.09 0.20 -0.09 0.05
C -1.828 -2.563 3.819 -0.10 0.01 -0.18 0.03
C -3.137 -2.816 3.074 -0.07 -0.05 0.11 0.00
C -4.247 -3.215 4.044 0.06 -0.03 -0.02 0.00
H 2.576 -4.304 4.203 -0.01 0.01 0.00 0.00
H 2.885 -2.969 3.095 -0.02 -0.02 0.00 0.00
H 1.451 -3.976 2.882 0.01 0.00 0.00 0.00
H 1.992 -2.179 5.314 0.01 0.01 0.02 0.00
H 0.550 -3.126 5.085 0.00 0.04 0.07 0.00
H 1.449 -0.903 3.156 -0.02 0.06 0.04 0.00
H 0.378 -0.596 4.533 0.01 -0.01 -0.02 0.00
H -1.981 -1.940 4.705 0.04 -0.01 0.01 0.00
H -1.325 -3.490 4.097 -0.02 -0.01 0.07 0.00
H -2.979 -3.610 2.342 0.02 0.03 -0.04 0.00
H -3.428 -1.916 2.525 0.00 0.02 0.01 0.00
H -3.986 -4.123 4.590 -0.01 0.02 0.00 0.00
H -5.176 -3.403 3.508 0.01 0.00 0.01 0.00
H -4.433 -2.423 4.771 -0.01 -0.01 -0.01 0.00
```
Forces are in eV/Å.

Values from the calculation:
relative energy (zero: lowest compared OMol25 entry of this formula, charge and spin) = 0.0 kJ/mol
spin multiplicity = 3
charge = +2
lowest unoccupied orbital energy (spin up / spin down) = -4.98 / -7.29 eV
HOMO (spin up / spin down) = -13.2795 / -14.3226 eV
F_max = 0.49 eV Å⁻¹
orbital gap (spin up / spin down) = 8.30 / 7.04 eV

***

The following is a DFT calculation (ωB97M-V/def2-TZVPD) of a cluster of 4 separate species, C24H55BFINO11PS4 in total at a distorted geometry.

XYZ file:
```
99
Properties=species:S:1:pos:R:3:forces:R:3:mulliken_charge:R:1
C -2.503 -1.467 -0.100 3.42 -1.38 -0.55 -1.02
C -1.190 -1.940 -0.613 -3.09 1.41 0.59 0.15
C -0.107 -2.885 0.174 1.93 1.10 0.40 0.94
C 1.361 -3.016 -0.607 -1.39 -0.01 -2.04 -0.51
O -0.574 -4.263 0.382 -0.80 1.21 -2.08 -0.31
C -1.043 -4.905 -0.850 -0.22 -2.09 -1.14 0.76
C -0.321 -6.414 -0.876 1.08 0.50 0.27 -0.39
C 0.184 -6.868 -2.368 -0.68 -1.35 -0.23 -0.52
C 1.794 -7.147 -2.488 -1.50 -0.22 0.03 -0.14
F 2.195 -8.114 -1.402 -0.71 2.29 -2.19 -0.35
C -2.698 -5.066 -0.920 0.05 0.91 2.46 -0.99
I -3.367 -6.021 -2.822 0.53 0.54 1.07 0.01
C -3.307 -5.910 0.385 -0.51 -0.12 -1.82 -0.17
C -4.925 -5.604 0.439 0.34 -0.16 0.88 -0.90
C 0.283 -2.318 1.700 -2.97 -1.22 0.29 -0.26
C -0.775 -3.130 2.711 0.83 0.56 1.69 -1.04
N -0.018 -0.856 1.899 1.85 0.24 1.08 0.10
B 1.055 0.073 1.380 0.64 1.34 -1.73 -0.09
O 2.336 0.414 2.036 -0.72 -2.33 -1.82 -0.59
C 0.760 0.873 -0.066 0.31 0.82 0.74 0.29
C 1.927 0.630 -1.192 -1.44 0.66 -1.27 -0.54
P 2.033 -2.872 2.277 -0.46 -0.94 1.62 0.09
S 2.273 -2.597 4.218 0.02 0.21 -0.69 -0.38
H -2.684 -1.413 1.073 0.25 -0.57 -2.81 0.16
H -3.386 -1.139 -0.810 2.33 -0.29 1.45 0.29
H -0.880 -1.574 -1.705 -0.84 -1.36 2.31 0.18
H 1.085 -3.084 -1.766 0.88 0.18 2.41 -0.33
H 1.914 -4.034 -0.366 -1.18 2.29 -0.17 0.35
H 2.034 -2.067 -0.496 -1.31 -1.86 -0.16 0.01
H -0.718 -4.392 -1.848 -0.44 -0.50 2.07 -0.03
H -0.982 -7.245 -0.386 1.17 1.72 -1.04 0.25
H 0.661 -6.333 -0.202 -2.23 -0.08 -1.36 0.26
H -0.352 -7.904 -2.620 1.16 2.25 0.47 0.28
H -0.204 -6.121 -3.213 1.16 -1.48 1.83 0.20
H 1.972 -7.711 -3.502 0.00 1.25 2.10 0.29
H 2.341 -6.116 -2.403 -0.52 -2.30 0.09 0.10
H -3.263 -4.029 -0.901 1.51 -2.04 -0.27 0.45
H -2.771 -5.585 1.375 -0.97 -0.60 -2.00 0.17
H -3.132 -7.059 0.146 -0.35 2.41 0.81 0.32
H -5.455 -5.603 -0.607 1.28 -0.12 1.97 0.23
H -5.404 -6.466 1.103 0.77 2.12 -1.33 0.32
H -5.082 -4.528 0.930 0.19 -2.45 -0.96 0.22
H -1.880 -3.110 2.325 2.37 -0.18 0.47 0.17
H -0.741 -2.532 3.744 -0.08 -1.34 -2.22 0.39
H -0.382 -4.218 2.983 -1.08 2.28 -0.86 0.25
H -0.114 -0.611 2.927 0.25 -1.10 -1.27 0.34
H 3.113 -0.037 1.549 -1.83 1.40 1.11 0.35
H 0.822 2.029 0.226 -0.16 -2.33 -0.49 -0.17
H -0.328 0.707 -0.465 2.25 0.16 0.62 0.16
H 1.409 0.027 -2.083 1.54 1.08 1.96 0.09
H 2.169 1.699 -1.657 -0.05 -2.49 1.01 0.26
H 2.883 0.073 -0.809 -1.76 1.18 -0.77 0.11
H 3.113 -2.341 1.484 -0.78 -0.33 0.12 0.10
H 2.067 -4.325 2.095 -0.04 1.24 -0.59 0.11
C -1.115 6.486 -2.993 -0.18 -0.35 -0.07 -0.97
C -0.188 7.043 -1.928 0.23 -0.01 -1.06 -0.34
O -0.708 6.836 -0.621 -0.10 -0.73 0.98 -0.26
S -0.675 5.330 0.003 -0.33 0.29 0.24 1.23
C -1.131 5.754 1.664 0.16 0.25 -0.14 -0.97
O 0.690 4.851 0.003 -0.98 0.15 -0.43 -0.64
O -1.758 4.563 -0.576 1.11 0.37 0.20 -0.63
H -1.189 5.396 -2.923 0.03 0.18 -0.01 0.29
H -0.751 6.731 -3.994 0.02 0.09 0.10 0.39
H -2.127 6.887 -2.872 0.17 0.02 -0.03 0.25
H 0.817 6.616 -2.014 -0.10 -0.05 0.15 0.32
H -0.092 8.124 -2.070 -0.06 -0.13 0.39 0.26
H -0.342 6.367 2.107 -0.23 -0.14 -0.15 0.33
H -1.242 4.825 2.226 0.07 0.01 -0.21 0.44
H -2.081 6.291 1.645 0.19 -0.06 -0.04 0.33
C 5.656 -1.860 -4.507 -0.04 -0.16 0.35 -0.94
C 4.689 -1.265 -5.514 0.99 0.61 0.41 -0.30
O 3.588 -2.131 -5.759 -1.36 -0.49 0.41 -0.32
S 2.444 -2.282 -4.607 0.33 -0.06 -0.50 1.34
C 1.258 -3.183 -5.571 0.11 0.04 -0.24 -0.97
O 1.903 -0.974 -4.307 0.62 -1.00 0.07 -0.66
O 2.939 -3.164 -3.571 -0.41 0.90 -0.55 -0.57
H 5.191 -1.957 -3.521 0.08 0.05 -0.15 0.25
H 6.541 -1.230 -4.397 -0.08 -0.01 -0.12 0.39
H 5.967 -2.863 -4.817 0.00 0.18 -0.02 0.26
H 4.339 -0.279 -5.193 -0.13 -0.14 -0.01 0.31
H 5.209 -1.128 -6.468 -0.39 -0.17 -0.02 0.27
H 0.899 -2.546 -6.384 0.12 -0.08 0.17 0.35
H 0.429 -3.451 -4.914 0.14 0.11 0.07 0.28
H 1.730 -4.086 -5.961 -0.01 0.15 0.08 0.34
C -2.702 7.050 7.353 0.32 -0.23 0.08 -0.99
C -3.084 7.970 6.208 -0.70 -0.90 0.40 -0.27
O -2.047 8.898 5.913 1.21 0.30 -0.76 -0.30
S -0.708 8.356 5.157 -0.09 0.31 0.65 1.14
C 0.017 9.936 4.803 -0.23 0.16 0.00 -0.97
O -1.092 7.730 3.911 0.21 0.11 1.03 -0.53
O 0.134 7.685 6.126 -0.79 0.26 -1.09 -0.61
H -1.861 6.406 7.080 -0.16 0.09 0.04 0.30
H -3.539 6.405 7.631 -0.02 0.14 -0.05 0.39
H -2.393 7.631 8.228 -0.12 -0.06 -0.12 0.26
H -3.354 7.399 5.314 0.15 0.10 -0.01 0.27
H -3.964 8.552 6.498 0.31 0.21 -0.20 0.27
H -0.624 10.476 4.102 0.07 -0.14 0.15 0.32
H 0.996 9.760 4.354 -0.14 -0.16 0.07 0.37
H 0.132 10.491 5.736 -0.05 -0.15 -0.10 0.34
```
Forces are in eV/Å.

Values from the calculation:
charge = 0
lowest unoccupied orbital energy = 0.20 eV
HOMO = -8.1218 eV
F_max = 3.73 eV Å⁻¹
orbital gap = 8.32 eV